[1]
ORCA calculation (the ωB97M-V functional and the def2-TZVPD basis) on an isolated molecule of C8H10N2OS in a non-equilibrium geometry.

Last column: Mulliken charge in e.
CARTESIAN COORDINATES (ANGSTROEM)
C  -1.487976  -0.368585  -1.301332  -1.626
C  -0.550924  -0.047877  -0.014385  1.461
C  -1.265559  0.873190  0.917242  -2.075
C  -0.185936  -1.536680  0.687561  -0.903
N  1.081722  -2.038126  0.344856  -0.427
C  2.104643  -1.463894  0.050864  0.803
N  3.273722  -1.371282  -0.330711  -0.497
C  3.951163  -0.211252  -0.428261  -0.236
C  3.609129  0.970804  0.133035  -0.335
S  1.939380  1.030380  0.882762  -0.193
C  0.769863  0.602315  -0.434367  0.253
O  1.157453  0.879733  -1.567080  -0.570
H  -1.122122  -1.117338  -2.050177  0.369
H  -1.536051  0.529543  -1.942601  0.397
H  -2.493034  -0.678155  -1.091568  0.441
H  -0.579152  1.047742  1.640829  0.614
H  -2.054220  0.416480  1.421761  0.494
H  -1.593425  1.683338  0.371237  0.476
H  -0.258317  -1.301672  1.771143  0.314
H  -0.898250  -2.122041  0.225192  0.478
H  4.962429  -0.338823  -0.762165  0.394
H  4.026287  1.991190  0.035249  0.367

Atomic forces in eV per Å
C 2.01 0.74 -0.85
C -0.24 -2.87 -2.20
C 0.20 -1.95 -1.12
C 0.39 4.22 0.43
N 0.59 0.52 -0.41
C -0.16 -2.03 0.39
N -0.22 0.27 -0.38
C 1.42 1.10 1.25
C -2.26 0.65 -0.39
S 0.67 -0.18 0.80
C 1.27 1.18 -2.60
O -1.55 -1.03 1.56
H 0.32 0.31 1.07
H -0.14 -0.08 0.50
H -0.48 0.00 0.80
H 1.95 1.56 2.47
H -1.66 -0.96 0.51
H -0.65 2.13 -0.74
H -0.22 -0.88 -0.47
H -1.76 -1.60 0.03
H 0.31 0.15 -0.57
H 0.21 -1.24 -0.10

* LUMO level: 0.08 eV
* SMILES: CC1(C)CN=C=N/C=C\SC1=O
* relative energy (zero: lowest compared OMol25 entry of this formula, charge and spin): 2.763 eV
* HOMO level: -8.43 eV



[2]
ORCA calculation (the ωB97M-V functional and the def2-TZVPD basis) on the ion C8H10N3 with charge +1 in a non-equilibrium geometry.

Last column: Mulliken charge in e.
CARTESIAN COORDINATES (ANGSTROEM)
C  -0.544773  2.561879  0.651117  -0.146
N  -0.266598  1.373909  0.279172  0.122
C  1.088460  0.913228  0.300489  -0.315
C  1.530749  -0.335389  -0.037276  0.445
C  2.959541  -0.790608  0.084592  -1.374
N  0.523618  -1.244022  -0.406443  -0.088
C  -0.818652  -0.975864  -0.458605  0.195
C  -1.908684  -1.763905  -0.295748  -0.567
C  -2.961047  -0.691899  0.044162  -0.358
N  -2.523431  0.505950  -0.018870  -0.541
C  -1.184755  0.480067  -0.396484  0.302
H  -1.629369  2.761526  0.598235  0.353
H  0.367830  3.164342  1.058487  0.220
H  1.745423  1.571365  0.799717  0.327
H  3.085944  -1.760305  -0.247622  0.373
H  3.294075  -0.580136  1.108643  0.337
H  3.628107  -0.073601  -0.502221  0.339
H  0.823935  -2.245773  -0.723562  0.323
H  -2.068350  -2.828978  -0.478336  0.383
H  -4.031547  -0.913007  0.152790  0.403
H  -1.110468  0.871229  -1.512227  0.267

Atomic forces in eV per Å
C 0.31 0.38 0.93
N 2.24 -0.80 0.08
C 0.28 -0.80 0.06
C -2.83 0.14 -0.14
C 0.19 3.91 0.04
N 2.50 -3.37 -1.69
C 1.20 -0.19 1.43
C -0.79 2.15 -0.17
C 0.30 -1.63 -1.58
N -1.47 1.17 1.06
C -0.18 -0.24 -3.05
H 0.79 0.70 0.23
H -2.33 -0.78 -0.79
H 0.61 0.73 0.17
H 0.42 -1.99 -0.40
H -0.15 -0.70 -0.08
H -0.96 -1.11 0.37
H -0.60 2.65 0.99
H 0.20 0.49 0.45
H 0.55 0.16 0.33
H -0.28 -0.90 1.77

* charge: +1
* LUMO level: -4.54 eV
* SMILES: C=[N+]1C=C(C)NC2=CC=N[C@H]21
* relative energy (zero: lowest compared OMol25 entry of this formula, charge and spin): 1.342 eV
* HOMO level: -12.32 eV



[3]
ORCA calculation (the ωB97M-V functional and the def2-TZVPD basis) on the ion C8H10N3 with charge +1 in a non-equilibrium geometry.

Last column: Mulliken charge in e.
CARTESIAN COORDINATES (ANGSTROEM)
C  -1.838908  1.018549  0.909484  -0.893
N  -1.273246  0.066249  0.007592  0.024
C  -2.087826  -0.813994  -0.806661  -0.881
C  0.051803  -0.189110  -0.020640  1.276
C  0.720770  -1.427161  -0.318490  -0.617
C  2.097716  -1.586811  -0.103695  -0.567
C  2.832877  -0.483536  0.267647  -0.397
C  2.331262  0.798511  0.345980  -0.885
C  0.917137  0.924664  0.111879  0.451
N  0.338361  2.050723  -0.245490  0.636
N  -0.590418  2.650862  -0.541755  -0.625
H  -1.991596  2.008829  0.370870  0.495
H  -2.888788  0.847301  1.115648  0.376
H  -1.176855  1.239043  1.886337  0.287
H  -3.165524  -0.512659  -0.623348  0.278
H  -2.040372  -0.815733  -1.931725  0.330
H  -1.803615  -1.835818  -0.589588  0.332
H  0.157671  -2.230571  -0.770120  0.291
H  2.742822  -2.479921  -0.280444  0.363
H  3.736304  -0.941191  0.725425  0.329
H  2.930419  1.711764  0.491088  0.399

Atomic forces in eV per Å
C 0.36 2.12 0.97
N 0.68 -1.17 -0.81
C -2.35 -0.02 -0.68
C 1.10 -0.32 -0.26
C 0.24 -0.51 -0.29
C -2.22 0.06 -1.24
C 1.57 0.15 2.21
C -0.15 -0.08 -0.46
C 2.55 -1.33 0.77
N -3.98 2.92 -1.13
N 3.74 -0.71 0.36
H 0.28 -0.53 0.79
H 0.06 -0.91 0.48
H -1.58 -0.75 -2.31
H 1.19 -1.07 0.12
H 0.78 1.01 0.93
H -0.80 -0.31 0.55
H -0.08 -0.17 0.35
H -1.48 0.35 0.10
H 0.35 1.98 -0.65
H -0.27 -0.72 0.17

* charge: +1
* LUMO level (alpha / beta): -5.19 / -5.19 eV
* SMILES: CN(C)c1ccccc1[N+]#N
* relative energy (zero: lowest compared OMol25 entry of this formula, charge and spin): 2.615 eV
* HOMO level (alpha / beta): -12.89 / -12.89 eV



[4]
ORCA calculation (the ωB97M-V functional and the def2-TZVPD basis) on the ion C8H10N3O4 with charge +1 in a non-equilibrium geometry.

Last column: Mulliken charge in e.
CARTESIAN COORDINATES (ANGSTROEM)
O  3.445517  -0.697672  0.093423  -0.265
N  2.867297  -0.010204  -0.686001  -0.149
C  1.492230  -0.367993  -1.019654  -0.070
N  0.866194  0.924284  -1.522785  0.106
C  -0.093330  1.537374  -0.602754  -0.297
N  -1.292136  1.161073  -1.234898  -0.162
O  -2.364479  1.257240  -0.647975  -0.251
C  0.102069  0.617628  0.823876  1.319
O  0.915571  1.217691  1.752179  -0.540
C  -1.266909  0.506449  1.373095  -0.918
C  -2.153779  -0.442504  1.032037  -0.565
C  -1.665918  -1.446740  0.030341  0.312
O  -2.379546  -1.925454  -0.813806  -0.499
C  -0.193483  -1.980623  0.197732  -0.936
C  0.666838  -0.737555  0.334410  -0.588
H  1.622046  -1.208691  -1.717896  0.430
H  1.516816  1.550938  -1.889681  0.338
H  0.216289  0.612084  -2.258278  0.453
H  0.105992  2.671309  -0.335586  0.375
H  0.546447  1.951127  2.305226  0.503
H  -1.485437  1.408341  1.940932  0.277
H  -3.060030  -0.514197  1.493629  0.616
H  0.173322  -2.690549  1.018390  0.301
H  -0.040118  -2.489397  -0.718742  0.398
H  1.458525  -0.903969  1.052797  0.810

Atomic forces in eV per Å
O -0.68 -0.01 -0.40
N 1.76 1.03 0.03
C -0.94 -0.44 3.08
N -0.66 -2.24 -0.55
C 1.27 1.46 3.18
N -3.65 -0.48 -0.50
O 2.35 1.11 -1.25
C -2.57 -0.07 -0.60
O 1.34 0.70 0.07
C -0.44 -0.02 0.36
C 3.87 0.35 -0.56
C -0.41 -2.41 1.40
O 0.27 0.54 0.02
C -0.67 1.01 1.13
C 2.52 1.29 -1.50
H -0.73 0.63 -0.34
H 1.87 1.26 -0.84
H 0.06 0.22 -0.61
H -0.41 -2.34 -0.74
H -0.06 -1.01 -0.93
H -0.58 -0.48 0.48
H -2.57 -0.20 0.69
H -1.62 0.93 -0.79
H 0.44 -0.47 -0.92
H 0.25 -0.35 0.10

* charge: +1
* LUMO level: -5.30 eV
* SMILES: O=N[C@@H]1[NH2+][C@@H](N=O)[C@@]2(O)C=CC(=O)C[C@@H]12
* relative energy (zero: lowest compared OMol25 entry of this formula, charge and spin): 4.177 eV
* HOMO level: -13.52 eV



[5]
ORCA calculation (the ωB97M-V functional and the def2-TZVPD basis) on a structure of composition C8H10N4 in a non-equilibrium geometry.

Last column: Mulliken charge in e.
CARTESIAN COORDINATES (ANGSTROEM)
C  -3.164784  -0.533559  0.328652  -1.111
C  -1.624037  -0.623876  -0.186202  -0.397
C  0.464394  -1.562775  -0.169815  -0.142
C  2.713716  -1.824102  -0.073844  -0.141
C  1.974774  0.384561  0.289233  0.555
C  0.668387  -0.176341  0.164754  0.453
C  -0.652051  0.455009  -0.029512  0.896
C  -0.690064  1.872740  -0.179211  -1.492
H  -3.613028  0.521600  0.061901  0.282
H  -3.148809  -0.588603  1.714401  0.227
H  -3.957584  -1.096012  -0.137054  0.430
H  -1.646051  -2.655532  -0.173542  0.331
H  3.641750  -2.229948  0.067774  0.430
H  1.618095  2.431257  0.178271  0.189
H  3.441484  2.190759  -0.529933  0.325
H  0.094170  1.973515  -1.104043  0.363
H  -0.205977  2.501115  0.592786  0.308
H  -1.677080  1.989532  -0.674481  0.332
N  -0.996354  -1.794031  -0.285936  -0.062
N  1.485824  -2.462135  -0.079503  -0.572
N  2.979498  -0.473813  0.313063  -0.667
N  2.293731  1.700632  -0.087765  -0.536

Atomic forces in eV per Å
C 1.51 2.96 2.21
C -1.00 4.73 1.95
C -0.22 0.08 2.74
C -3.82 3.04 3.38
C 1.06 -0.49 -2.56
C -3.25 -0.55 -1.88
C 0.43 -4.86 1.43
C 0.96 1.04 -3.94
H 1.40 -1.58 0.86
H -0.22 -0.08 -4.62
H 0.31 -1.24 0.11
H 2.59 1.61 -0.32
H 1.70 -2.59 -0.33
H 1.08 -0.58 -0.42
H -4.92 -2.86 2.45
H -1.97 0.45 1.78
H -1.41 -0.14 -0.02
H 0.37 1.58 0.97
N 1.72 -2.60 0.40
N 1.70 1.51 -2.02
N -0.63 -1.90 -1.82
N 2.62 2.47 -0.37

* LUMO level: 0.53 eV
* relative energy (zero: lowest compared OMol25 entry of this formula, charge and spin): 5.333 eV
* HOMO level: -7.22 eV